1.
The following is a DFT calculation (wB97M-V/def2-TZVPD) of a molecular structure, C21H37IN3O11S3 at a distorted geometry.

Last column: Mulliken charge in e.
Element x y z (Å)
1 O -3.911 2.475 -3.482  -0.37
2 C -3.123 1.669 -3.807  0.14
3 I -3.210 1.093 -5.929  -0.09
4 C -2.094 0.995 -2.850  -0.64
5 S -0.912 2.209 -2.085  1.32
6 O -1.357 3.520 -2.583  -0.77
7 O -1.010 2.237 -0.623  -0.66
8 N 0.604 1.963 -2.700  -0.49
9 S 1.547 1.003 -1.717  1.01
10 O 2.452 0.261 -2.615  -0.74
11 O 0.826 0.016 -0.903  -0.59
12 C 2.611 2.039 -0.649  -0.38
13 C 3.551 2.977 -1.526  -0.63
14 S 2.858 4.675 -1.578  -0.17
15 C 2.281 5.027 -3.236  0.64
16 N 2.841 4.865 -4.450  -0.39
17 N 1.902 5.317 -5.317  -0.43
18 C 0.809 5.736 -4.694  0.06
19 O 1.056 5.576 -3.353  -0.19
20 H -2.662 0.462 -2.044  0.33
21 H -1.516 0.225 -3.418  0.39
22 H 3.216 1.427 0.070  0.42
23 H 1.981 2.712 -0.015  0.07
24 H 4.529 3.001 -0.978  0.35
25 H 3.745 2.519 -2.523  0.40
26 H -0.139 6.137 -5.078  0.36
27 C 1.088 -5.065 0.854  -1.05
28 C 1.397 -3.648 1.269  0.79
29 O 2.009 -3.412 2.293  -0.54
30 C 0.916 -2.542 0.367  -0.95
31 H 1.492 -5.754 1.593  0.22
32 H 0.007 -5.207 0.794  0.37
33 H 1.549 -5.278 -0.111  0.29
34 H -0.172 -2.576 0.286  0.33
35 H 1.369 -2.644 -0.621  0.36
36 H 1.205 -1.581 0.784  0.18
37 C -1.242 4.626 3.782  -1.16
38 C -0.419 4.622 2.516  0.87
39 O 0.752 4.939 2.528  -0.58
40 C -1.112 4.208 1.245  -0.73
41 H -0.618 4.944 4.618  0.31
42 H -2.075 5.325 3.682  0.32
43 H -1.617 3.622 3.986  0.31
44 H -1.939 4.890 1.034  0.37
45 H -1.480 3.188 1.337  0.30
46 H -0.406 4.251 0.419  0.02
47 C -7.056 3.213 -3.332  -0.79
48 C -8.354 2.726 -3.920  0.81
49 O -9.159 3.493 -4.404  -0.57
50 C -8.613 1.240 -3.883  -1.05
51 H -7.002 4.297 -3.426  0.30
52 H -7.005 2.950 -2.274  0.31
53 H -6.216 2.773 -3.869  0.12
54 H -8.629 0.891 -2.849  0.31
55 H -7.839 0.714 -4.445  0.29
56 H -9.581 1.031 -4.339  0.30
57 C 3.416 -0.625 6.817  -1.08
58 C 2.906 -0.437 5.408  0.81
59 O 3.231 0.523 4.747  -0.56
60 C 1.980 -1.493 4.864  -0.88
61 H 4.070 0.207 7.079  0.30
62 H 2.577 -0.644 7.517  0.30
63 H 3.984 -1.554 6.887  0.31
64 H 1.079 -1.550 5.479  0.37
65 H 2.486 -2.460 4.847  0.30
66 H 1.693 -1.234 3.846  0.13
67 C 4.351 -8.241 1.799  -1.05
68 C 3.039 -8.713 1.226  0.78
69 O 2.243 -7.934 0.752  -0.49
70 C 2.758 -10.195 1.268  -1.11
71 H 4.418 -7.157 1.703  0.26
72 H 4.411 -8.503 2.858  0.32
73 H 5.181 -8.694 1.253  0.33
74 H 2.748 -10.543 2.303  0.33
75 H 3.518 -10.734 0.699  0.33
76 H 1.783 -10.390 0.823  0.29

Charge: -1

=====

2.
The following is a DFT calculation (wB97M-V/def2-TZVPD) of a molecular structure, C15H48BF3HgO11S at a distorted geometry.

Last column: Mulliken charge in e.
Element x y z (Å)
1 Hg 10.812 14.118 26.109  0.48
2 O 5.667 15.334 24.932  -0.37
3 H 4.997 15.409 25.615  0.45
4 H 5.929 14.413 24.863  0.44
5 H 6.434 15.909 24.989  0.44
6 O 6.624 10.422 28.965  -0.37
7 H 6.536 11.008 29.720  0.44
8 H 7.426 9.895 29.000  0.45
9 H 6.658 10.965 28.174  0.45
10 B 8.584 14.915 29.128  0.44
11 H 8.598 13.872 29.404  -0.31
12 H 9.606 15.246 29.236  -0.28
13 H 8.269 15.071 28.108  -0.36
14 H 7.948 15.552 29.724  -0.30
15 C 13.431 7.789 28.089  0.57
16 F 12.653 7.304 27.112  -0.24
17 F 13.693 6.741 28.854  -0.23
18 F 14.600 8.249 27.648  -0.22
19 S 12.360 9.195 28.876  1.10
20 O 12.993 9.519 30.127  -0.66
21 O 12.355 10.237 27.877  -0.64
22 O 11.060 8.603 29.072  -0.69
23 C 7.803 10.575 23.371  -0.58
24 O 7.920 11.405 24.523  -0.54
25 H 8.724 10.132 22.993  0.26
26 H 7.015 9.821 23.383  0.25
27 H 7.546 11.230 22.539  0.22
28 C 9.759 19.202 25.003  -0.44
29 O 9.696 17.819 24.635  -0.43
30 H 8.776 19.555 25.313  0.19
31 H 10.475 19.259 25.823  0.23
32 H 10.022 19.815 24.141  0.24
33 C 6.648 12.281 35.395  -1.25
34 C 7.182 11.370 34.256  0.38
35 C 8.006 10.218 34.803  -1.21
36 O 6.082 10.892 33.548  -0.57
37 H 5.923 12.981 34.980  0.31
38 H 7.404 12.784 35.998  0.36
39 H 6.132 11.571 36.042  0.33
40 H 7.800 12.013 33.630  0.32
41 H 7.421 9.353 35.119  0.33
42 H 8.591 10.467 35.688  0.33
43 H 8.679 9.854 34.027  0.31
44 H 5.447 10.400 34.074  0.35
45 C 9.624 18.427 34.094  -1.22
46 C 10.940 18.534 33.274  0.42
47 C 11.895 17.422 33.560  -1.26
48 O 10.601 18.622 31.934  -0.55
49 H 9.176 17.433 34.087  0.32
50 H 9.027 19.229 33.660  0.32
51 H 9.840 18.645 35.140  0.36
52 H 11.333 19.501 33.589  0.28
53 H 11.519 16.421 33.346  0.33
54 H 12.109 17.366 34.628  0.35
55 H 12.852 17.569 33.061  0.31
56 H 10.224 17.800 31.610  0.33
57 C 16.670 16.224 25.520  -1.14
58 C 16.308 15.329 26.790  0.16
59 C 17.258 15.603 28.006  -1.13
60 O 14.959 15.660 27.050  -0.50
61 H 16.847 17.267 25.780  0.31
62 H 16.024 16.093 24.651  0.32
63 H 17.652 15.947 25.135  0.35
64 H 16.257 14.245 26.692  0.30
65 H 17.038 16.591 28.410  0.33
66 H 18.307 15.557 27.714  0.32
67 H 17.122 14.809 28.740  0.32
68 H 15.096 16.507 27.479  0.33
69 C 3.546 17.668 30.673  -1.26
70 C 2.892 16.363 30.172  0.45
71 C 1.446 16.602 29.627  -1.23
72 O 3.724 16.027 29.089  -0.54
73 H 3.160 17.990 31.641  0.34
74 H 3.525 18.408 29.873  0.31
75 H 4.618 17.540 30.822  0.42
76 H 2.848 15.599 30.948  0.25
77 H 0.775 17.001 30.387  0.36
78 H 1.095 15.614 29.331  0.31
79 H 1.485 17.179 28.703  0.32
80 H 4.603 15.954 29.470  0.28

=====

no.,Kohn-Sham gap (eV)
1,8.4
2,2.1